(1)
Entry from the OMol25 dataset: a gas-phase ion, C3H4N (charge +1) in a non-equilibrium geometry (the ωB97M-V functional and the def2-TZVPD basis).

Properties
Electronic energy (a.u.): -170.982435
Frontier orbital gap (Eh): 0.3426
Energy relative to the best compared isomer or geometry (same formula, charge and spin) (kJ/mol): 319.4
Net charge: +1
HOMO level (eV): -16.03

Structure (XYZ):
```
8
Properties=species:S:1:pos:R:3:mulliken_charge:R:1
C 1.18872 0.20165 0.09667 0.00
C 0.22552 0.96657 -0.22040 -0.02
C -1.00918 0.26087 0.11274 -0.11
N 0.19390 -0.79223 0.02984 -0.18
H 2.31782 0.09598 0.13371 0.37
H -1.45295 0.53380 1.14525 0.29
H -1.69995 0.38745 -0.62729 0.30
H 0.23613 -1.65409 -0.67052 0.35
```

(2)
Entry from the OMol25 dataset: a single C3H4N2 molecule in a non-equilibrium geometry (the ωB97M-V functional and the def2-TZVPD basis).

Properties
Electronic energy (a.u.): -226.118434
Frontier orbital gap (Eh): 0.3720
Energy relative to the best compared isomer or geometry (same formula, charge and spin) (kJ/mol): 280.3
HOMO level (eV): -10.07

Structure (XYZ):
```
9
Properties=species:S:1:pos:R:3:mulliken_charge:R:1
N 2.54643 0.51919 -0.56630 -0.35
C 1.70889 -0.19346 -0.19320 -0.09
C 0.31973 0.24749 -0.06020 0.31
C -0.97039 -0.41286 -0.25738 -0.34
N -0.58000 0.11634 1.05734 -0.52
H 0.38583 1.25692 -0.44110 0.27
H -1.67229 0.21588 -0.79789 0.22
H -1.08259 -1.48180 -0.39678 0.26
H -0.31786 -0.63298 1.69098 0.25
```

(3)
Entry from the OMol25 dataset: a single C3H4N2 molecule in a non-equilibrium geometry (the ωB97M-V functional and the def2-TZVPD basis).

Properties
Electronic energy (a.u.): -226.155687
Frontier orbital gap (Eh): 0.3975
Energy relative to the best compared isomer or geometry (same formula, charge and spin) (kJ/mol): 182.5
HOMO level (eV): -10.10

Structure (XYZ):
```
9
Properties=species:S:1:pos:R:3:mulliken_charge:R:1
C -0.54373 1.00805 -1.01617 -0.26
N -0.56880 -0.21005 -0.74480 -0.44
C -0.07008 -0.88971 0.44228 -0.29
C 1.11828 -0.42740 1.00276 0.32
N 2.04349 0.03537 1.46786 -0.35
H -1.05816 1.28460 -1.86190 0.28
H -0.02002 1.78598 -0.54355 0.27
H 0.10718 -1.88024 0.16652 0.22
H -1.00817 -0.70660 1.08698 0.25
```

(4)
Entry from the OMol25 dataset: a single C3H4N2 molecule in a non-equilibrium geometry (the ωB97M-V functional and the def2-TZVPD basis).

Properties
Electronic energy (a.u.): -226.059317
Frontier orbital gap (alpha / beta) (Eh): 0.3020 / 0.2978
Energy relative to the best compared isomer or geometry (same formula, charge and spin) (kJ/mol): 435.5
HOMO level (alpha / beta) (eV): -7.85 / -7.72

Structure (XYZ):
```
9
Properties=species:S:1:pos:R:3:mulliken_charge:R:1
C 1.55452 -0.32460 0.84392 -0.22
C -0.55486 0.58494 0.38844 -0.03
C -0.08161 -0.48800 -0.65477 -0.08
N 1.18201 -0.88708 -0.19164 -0.34
N -1.46467 1.35993 0.55314 -0.36
H 2.47528 -0.43791 1.38140 0.32
H -0.78561 -1.32906 -0.70240 0.23
H -0.01352 -0.02796 -1.64657 0.22
H -2.31154 1.54976 0.02848 0.25
```